(1)
A 13-piece molecular cluster, C39H104O13 overall at a distorted geometry. Source: OMol25; level of theory: the ωB97M-V functional and the def2-TZVPD basis.

Computed properties:
Orbital gap: 9.8 eV
F_max: 3.4 eV/Å
Relative energy (zero: lowest compared OMol25 entry of this formula, charge and spin): 76.08 kcal/mol

```
! wB97M-V def2-TZVPD RIJCOSX def2/J DEFGRID3
* xyz 0 1
C 6.426 -3.268 -0.510
C 5.489 -3.061 0.621
C 5.167 -1.606 0.885
O 4.247 -3.762 0.392
H 7.462 -2.890 -0.249
H 6.108 -2.638 -1.355
H 6.435 -4.258 -0.952
H 6.007 -3.398 1.542
H 4.426 -1.287 0.115
H 6.060 -0.950 0.804
H 4.700 -1.682 1.885
H 4.402 -4.694 0.267
C -2.858 1.459 6.964
C -1.893 0.507 6.250
C -2.119 0.385 4.742
O -0.498 0.961 6.364
H -3.828 1.016 7.138
H -2.996 2.379 6.455
H -2.494 1.613 7.973
H -1.919 -0.499 6.664
H -2.152 1.386 4.267
H -3.150 -0.072 4.721
H -1.294 -0.259 4.244
H -0.370 1.170 7.292
C 0.789 3.795 2.170
C 0.268 3.772 3.637
C 1.484 3.968 4.562
O -0.776 4.739 3.856
H 0.058 3.373 1.478
H 1.730 3.167 2.017
H 1.065 4.814 1.934
H -0.188 2.769 3.889
H 1.202 4.451 5.520
H 2.244 4.658 4.108
H 2.027 3.060 4.784
H -0.362 5.616 3.873
C -1.032 6.798 -0.883
C -2.102 5.729 -1.053
C -2.829 5.880 -2.339
O -1.384 4.490 -0.854
H -0.448 6.634 0.067
H -1.525 7.715 -0.902
H -0.316 6.786 -1.718
H -2.850 5.904 -0.331
H -3.565 5.098 -2.340
H -2.065 5.718 -3.106
H -3.300 6.841 -2.321
H -2.069 3.803 -0.683
C 1.239 -2.546 4.358
C 2.227 -1.432 4.806
C 2.223 -0.393 3.722
O 1.809 -0.915 6.013
H 0.963 -3.256 5.101
H 1.737 -3.044 3.553
H 0.410 -1.974 3.839
H 3.265 -1.809 4.897
H 2.665 -0.744 2.785
H 2.802 0.433 4.119
H 1.301 0.111 3.386
H 1.084 -0.168 5.948
C -5.929 -3.332 1.928
C -4.719 -2.674 1.375
C -3.399 -2.930 2.106
O -4.673 -3.078 0.003
H -6.831 -2.981 1.363
H -6.093 -3.065 2.967
H -5.864 -4.431 1.843
H -4.895 -1.550 1.392
H -2.513 -2.697 1.496
H -3.226 -3.945 2.499
H -3.221 -2.237 3.004
H -4.190 -2.376 -0.477
C -0.925 2.530 -5.535
C 0.366 3.289 -5.257
C 0.250 4.085 -4.009
O 1.465 2.342 -5.084
H -1.093 1.728 -4.782
H -0.762 2.065 -6.512
H -1.816 3.194 -5.524
H 0.596 3.997 -6.037
H -0.651 4.690 -4.005
H 1.160 4.702 -3.944
H 0.159 3.420 -3.135
H 2.176 2.878 -4.702
C 3.378 -1.739 -2.897
C 2.199 -2.326 -3.617
C 2.298 -3.746 -4.124
O 1.104 -2.375 -2.681
H 4.313 -2.022 -3.311
H 3.391 -2.074 -1.861
H 3.360 -0.652 -2.832
H 1.889 -1.687 -4.427
H 2.366 -4.469 -3.355
H 3.220 -3.991 -4.628
H 1.416 -3.950 -4.690
H 1.236 -1.777 -1.906
C 0.020 -4.463 -0.358
C 0.574 -4.115 1.028
C 1.146 -5.305 1.726
O 1.465 -3.005 0.977
H -0.096 -3.499 -0.890
H -0.864 -5.018 -0.212
H 0.715 -5.167 -0.933
H -0.289 -3.745 1.591
H 1.279 -5.050 2.724
H 2.178 -5.592 1.353
H 0.482 -6.193 1.578
H 2.324 -3.390 0.775
C 4.797 2.691 0.563
C 4.225 2.202 -0.765
C 3.118 3.153 -1.317
O 5.295 1.966 -1.609
H 5.786 2.232 0.779
H 4.107 2.582 1.362
H 5.107 3.745 0.255
H 3.683 1.254 -0.647
H 3.446 4.118 -1.611
H 2.385 3.325 -0.503
H 2.540 2.688 -2.128
H 5.122 1.330 -2.306
C -5.242 -0.343 -2.662
C -4.318 0.277 -1.639
C -5.035 0.984 -0.487
O -3.359 -0.654 -1.064
H -5.733 -1.175 -2.123
H -4.665 -0.788 -3.522
H -5.961 0.364 -3.014
H -3.716 1.120 -2.069
H -5.660 0.188 -0.040
H -5.726 1.713 -0.948
H -4.351 1.376 0.238
H -2.834 -1.192 -1.742
C -1.899 -1.794 -5.305
C -2.414 -2.600 -4.112
C -2.188 -4.106 -4.332
O -1.865 -2.220 -2.839
H -0.864 -2.058 -5.418
H -2.041 -0.730 -5.260
H -2.354 -2.231 -6.220
H -3.512 -2.498 -3.950
H -1.131 -4.298 -4.705
H -2.804 -4.523 -5.148
H -2.413 -4.623 -3.398
H -0.884 -2.233 -2.974
C -0.570 -0.042 0.921
C -0.209 -0.244 -0.574
C -0.300 1.062 -1.396
O 1.204 -0.575 -0.594
H 0.216 0.645 1.299
H -0.583 -0.995 1.541
H -1.598 0.408 0.950
H -0.891 -0.971 -0.988
H 0.353 1.824 -0.962
H -1.322 1.363 -1.595
H 0.019 0.854 -2.459
H 1.423 -1.240 0.102
*
```

(2)
A 10-piece molecular cluster, C50H100N4O10S12 overall at a distorted geometry. Source: OMol25; level of theory: the ωB97M-V functional and the def2-TZVPD basis.

Computed properties:
Orbital gap: 6.7 eV
F_max: 4.4 eV/Å

```
! wB97M-V def2-TZVPD RIJCOSX def2/J DEFGRID3
* xyz 0 1
S -0.554 -0.409 0.174
C 0.710 0.533 0.717
S 2.278 0.342 -0.229
C 2.989 2.023 -0.572
C 4.545 1.926 -0.761
C 5.255 3.359 -0.837
C 4.416 4.194 -1.878
C 4.569 3.845 -3.273
C 3.760 4.574 -4.312
S 3.982 4.122 -6.058
C 2.834 5.606 -3.839
C 1.946 6.346 -4.889
C 0.446 5.787 -4.814
C 0.340 4.230 -5.086
C -0.673 3.554 -4.028
C -1.876 2.822 -4.770
C -3.295 3.345 -4.231
C -4.165 2.153 -3.649
C -5.722 2.392 -3.890
C -6.583 2.332 -2.567
C -8.152 2.227 -2.852
C -8.897 3.602 -2.582
C -9.948 3.474 -1.392
N -10.386 4.795 -0.917
C -9.693 6.006 -0.823
C -10.513 7.117 -0.311
C -11.851 6.457 -0.102
C -11.685 5.071 -0.481
C 2.687 5.986 -2.400
N 1.787 6.993 -2.076
C 1.764 7.258 -0.747
C 2.582 6.512 0.248
N 3.441 5.494 -0.014
C 3.481 5.271 -1.386
N 0.613 1.448 1.804
C 1.685 1.275 2.812
C 1.205 0.710 4.202
O 0.123 1.469 4.810
C -0.534 2.287 3.807
C -0.709 1.448 2.452
H 2.798 2.638 0.355
H 2.437 2.422 -1.466
H 4.786 1.288 -1.657
H 5.038 1.408 0.119
H 5.247 3.838 0.181
H 6.310 3.230 -1.187
H 5.272 3.024 -3.540
H 5.079 4.838 -6.478
H 2.372 6.240 -5.918
H 1.908 7.433 -4.616
H 0.070 6.046 -3.785
H -0.127 6.330 -5.615
H -0.069 4.067 -6.126
H 1.320 3.686 -4.940
H -0.099 2.767 -3.463
H -1.050 4.304 -3.286
H -1.779 1.704 -4.626
H -1.894 2.988 -5.879
H -3.870 3.787 -5.093
H -3.162 4.129 -3.442
H -4.006 2.081 -2.531
H -3.865 1.175 -4.122
H -6.107 1.612 -4.600
H -5.844 3.388 -4.404
H -6.241 1.457 -1.938
H -6.391 3.262 -1.967
H -8.537 1.424 -2.165
H -8.295 1.907 -3.916
H -8.144 4.410 -2.401
H -9.472 3.848 -3.520
H -10.819 2.850 -1.722
H -9.431 2.923 -0.552
H -8.615 6.067 -1.115
H -10.184 8.169 -0.155
H -12.758 6.967 0.284
H -12.576 4.368 -0.401
H 1.088 8.082 -0.403
H 2.470 6.811 1.327
H 2.555 0.654 2.479
H 2.104 2.311 3.013
H 2.101 0.675 4.891
H 0.893 -0.374 4.078
H -0.010 3.268 3.644
H -1.569 2.472 4.206
H -1.466 1.992 1.829
H -1.077 0.438 2.774
C -13.477 2.450 1.991
S -14.874 2.348 0.855
O -14.786 3.519 -0.068
C -16.142 2.721 2.080
H -12.561 2.285 1.425
H -13.445 3.437 2.454
H -13.573 1.678 2.756
H -15.945 3.691 2.537
H -16.153 1.940 2.842
H -17.108 2.747 1.576
C 6.723 4.952 2.775
S 7.628 3.723 1.815
O 7.223 2.378 2.316
C 9.248 4.094 2.512
H 5.665 4.872 2.525
H 6.860 4.765 3.841
H 7.081 5.950 2.517
H 9.228 3.960 3.594
H 9.525 5.119 2.263
H 9.974 3.408 2.075
C 6.973 -0.983 2.828
S 5.603 -2.006 2.258
O 5.574 -3.233 3.111
C 6.350 -2.461 0.682
H 6.736 -0.618 3.827
H 7.889 -1.576 2.866
H 7.101 -0.134 2.155
H 7.304 -2.961 0.850
H 6.497 -1.564 0.077
H 5.674 -3.139 0.162
C 8.546 -6.924 2.132
S 7.149 -7.055 1.003
O 7.231 -5.902 0.053
C 5.882 -6.659 2.222
H 9.462 -7.099 1.567
H 8.576 -5.926 2.573
H 8.453 -7.680 2.913
H 6.076 -5.677 2.659
H 5.876 -7.423 3.000
H 4.914 -6.646 1.722
C 2.054 1.165 10.046
S 2.143 1.673 8.319
O 2.988 2.899 8.260
C 0.423 2.195 8.181
H 3.044 0.833 10.357
H 1.742 2.007 10.666
H 1.348 0.340 10.147
H 0.208 2.972 8.916
H -0.231 1.337 8.338
H 0.262 2.590 7.178
C 6.341 -12.559 1.236
S 6.993 -10.938 0.794
O 6.898 -10.074 2.008
C 5.638 -10.479 -0.303
H 7.019 -13.017 1.955
H 5.352 -12.454 1.687
H 6.283 -13.184 0.344
H 4.693 -10.502 0.242
H 5.603 -11.170 -1.146
H 5.821 -9.469 -0.670
C 4.596 -10.032 3.971
S 3.671 -10.991 5.181
O 3.736 -12.423 4.760
C 2.046 -10.367 4.716
H 5.649 -10.295 4.055
H 4.245 -10.264 2.965
H 4.472 -8.968 4.176
H 1.853 -10.577 3.664
H 2.002 -9.293 4.898
H 1.296 -10.867 5.328
C -1.511 1.590 -9.532
S -2.644 2.945 -9.176
O -3.229 2.694 -7.829
C -3.887 2.481 -10.397
H -0.666 1.661 -8.848
H -2.016 0.634 -9.387
H -1.153 1.675 -10.559
H -4.244 1.470 -10.198
H -3.454 2.538 -11.397
H -4.718 3.180 -10.323
C -0.541 -12.346 1.278
S 0.104 -10.720 0.845
O 0.005 -9.861 2.060
C -1.251 -10.263 -0.252
H 0.139 -12.805 1.996
H -1.530 -12.246 1.728
H -0.595 -12.967 0.383
H -2.196 -10.292 0.293
H -1.282 -10.950 -1.098
H -1.073 -9.251 -0.614
*
```

(3)
A 2-piece molecular cluster, C6H14N2O2 overall at a distorted geometry. Source: OMol25; level of theory: the ωB97M-V functional and the def2-TZVPD basis.

Computed properties:
Orbital gap: 9.8 eV
F_max: 3.4 eV/Å
Relative energy (zero: lowest compared OMol25 entry of this formula, charge and spin): 29.17 kcal/mol
SMILES string: CNC(C)=O.CNC(C)=O

```
! wB97M-V def2-TZVPD RIJCOSX def2/J DEFGRID3
* xyz 0 1
C 1.734 -2.271 -0.471
N 0.864 -1.258 -1.018
C -0.163 -1.553 -1.901
C -0.769 -0.365 -2.627
O -0.377 -2.702 -2.220
H 2.691 -1.877 -0.145
H 1.286 -2.621 0.486
H 1.691 -3.175 -1.073
H 1.012 -0.313 -0.728
H -0.353 0.566 -2.227
H -0.412 -0.478 -3.649
H -1.836 -0.277 -2.435
C 1.315 2.123 1.499
N 0.322 1.074 1.733
C -0.947 1.265 1.129
C -2.247 0.665 1.587
O -0.907 1.928 0.101
H 1.045 2.794 0.700
H 1.324 2.708 2.426
H 2.256 1.638 1.251
H 0.197 0.571 2.598
H -3.065 1.385 1.596
H -2.525 -0.051 0.815
H -2.138 0.222 2.575
*
```

(4)
A 9-piece molecular cluster, C15H40N2O17 overall at a distorted geometry. Source: OMol25; level of theory: the ωB97M-V functional and the def2-TZVPD basis.

Computed properties:
Orbital gap: 10.1 eV
F_max: 1.5 eV/Å
Relative energy (zero: lowest compared OMol25 entry of this formula, charge and spin): 0.00 kcal/mol
SMILES string: C[N+](=O)[O-].C[N+](=O)[O-].COC(=O)OC.COC(=O)OC.COC(=O)OC.CO.CO.CO.CO

```
! wB97M-V def2-TZVPD RIJCOSX def2/J DEFGRID3
* xyz 0 1
C 4.844 1.948 0.847
N 5.113 2.930 -0.228
O 4.916 2.568 -1.371
O 5.508 4.031 0.095
H 5.280 1.002 0.550
H 3.769 1.829 0.953
H 5.242 2.341 1.774
C 0.005 4.650 1.014
N 1.178 3.750 0.874
O 1.124 2.674 1.443
O 2.107 4.139 0.206
H -0.119 4.919 2.056
H -0.884 4.140 0.647
H 0.161 5.509 0.370
C -1.144 -1.960 7.252
O -0.973 -1.785 5.836
C -1.024 -0.519 5.426
O -1.312 0.427 6.103
O -0.763 -0.492 4.122
C -0.723 0.793 3.521
H -0.535 -1.239 7.791
H -0.864 -2.984 7.466
H -2.193 -1.795 7.498
H -0.099 1.470 4.105
H -1.687 1.266 3.340
H -0.224 0.622 2.569
C -6.802 -0.417 -1.227
O -5.532 0.149 -1.468
C -4.701 0.180 -0.424
O -4.948 -0.252 0.670
O -3.577 0.762 -0.811
C -2.544 0.824 0.163
H -7.383 -0.313 -2.137
H -7.316 0.048 -0.384
H -6.746 -1.483 -0.983
H -2.898 0.733 1.188
H -1.926 1.712 0.073
H -1.910 -0.054 0.016
C -3.043 1.628 -6.708
O -2.632 1.043 -5.499
C -1.422 1.403 -5.074
O -0.692 2.172 -5.638
O -1.157 0.717 -3.975
C 0.159 0.849 -3.448
H -4.056 1.321 -6.946
H -2.380 1.354 -7.535
H -3.042 2.723 -6.697
H 0.933 0.644 -4.180
H 0.201 0.155 -2.608
H 0.259 1.824 -2.968
C 4.867 -2.446 0.453
O 4.978 -1.327 1.345
H 4.958 -2.086 -0.571
H 5.682 -3.145 0.652
H 3.915 -2.971 0.526
H 4.355 -1.471 2.063
C -1.721 -3.417 1.527
O -0.946 -3.061 0.379
H -1.899 -2.488 2.059
H -2.681 -3.832 1.195
H -1.282 -4.192 2.156
H -0.313 -3.730 0.111
C 2.628 -3.223 -3.200
O 3.206 -4.080 -2.220
H 3.252 -2.334 -3.324
H 2.445 -3.741 -4.138
H 1.675 -2.857 -2.805
H 3.538 -4.882 -2.627
C 1.952 -0.314 -0.261
O 0.654 -0.523 0.267
H 2.208 -0.908 -1.135
H 2.084 0.751 -0.498
H 2.669 -0.411 0.562
H 0.229 -1.265 -0.175
*
```

(5)
C20H21NO4 as an isolated structure at a distorted geometry. Source: OMol25; level of theory: the ωB97M-V functional and the def2-TZVPD basis.

Computed properties:
Orbital gap: 8.4 eV
F_max: 16.7 eV/Å
Relative energy (zero: lowest compared OMol25 entry of this formula, charge and spin): 469.72 kcal/mol

```
! wB97M-V def2-TZVPD RIJCOSX def2/J DEFGRID3
* xyz 0 1
C -3.398 -0.592 -2.240
H -3.743 -1.400 -2.914
H -3.919 0.390 -2.363
H -2.400 -0.378 -2.734
O -3.296 -1.268 -1.150
C -3.150 -0.282 0.008
O -3.200 0.870 -0.054
C -2.888 -0.831 1.194
C -2.072 0.102 2.102
H -2.190 -0.145 3.243
H -2.339 1.308 1.976
C -0.628 -0.071 1.813
N -0.334 -0.863 0.465
C -0.105 0.167 -0.482
O -0.306 -0.354 -1.781
C 0.314 1.433 -0.150
C -0.327 2.374 -0.695
C 0.043 3.783 -0.503
C 1.395 4.185 -0.021
C 2.028 3.069 0.616
C 1.570 1.709 0.248
O 2.275 0.820 1.048
C 2.562 -0.351 0.287
C 2.576 -0.501 -0.980
C 2.858 -1.609 -1.992
C 3.109 -2.893 -0.987
C 2.992 -3.006 0.402
C 2.791 -1.440 0.979
H 2.639 -1.544 2.197
H 3.155 -3.742 1.084
H 3.205 -3.761 -1.500
H 2.872 -1.869 -2.952
H 2.546 0.376 -1.737
H 2.984 3.060 0.964
H 1.611 5.023 0.178
H -0.478 4.860 -0.908
H -1.286 2.340 -1.389
C -0.857 -2.012 0.682
C -2.197 -2.167 1.191
H -2.935 -2.782 0.734
H -1.918 -2.688 2.334
H -0.236 -2.661 1.021
H -1.088 -2.238 -0.625
H -0.170 -1.057 2.631
H -0.064 0.816 1.974
H -3.702 -1.043 1.752
*
```

(6)
A 2-piece molecular cluster, C3H6OS overall at a distorted geometry. Source: OMol25; level of theory: the ωB97M-V functional and the def2-TZVPD basis.

Computed properties:
Orbital gap: 9.5 eV
F_max: 5.0 eV/Å
Relative energy (zero: lowest compared OMol25 entry of this formula, charge and spin): 92.91 kcal/mol

```
! wB97M-V def2-TZVPD RIJCOSX def2/J DEFGRID3
* xyz 0 1
C -1.143 0.217 1.009
C -0.433 -0.402 -0.180
C 0.689 0.335 -0.748
O -3.203 -0.743 -0.584
S -2.163 0.353 -0.561
H -1.556 -0.474 1.810
H -0.785 1.151 1.522
H -0.161 -1.932 -0.093
H 0.476 1.338 -0.738
H 0.908 0.021 -1.677
H 1.446 0.376 -0.025
*
```